[1]
Below is the molecule C2H3ClSi, with properties calculated with the ωB97M-V functional and the def2-TZVPD basis.

Element x y z (Å)
C (1.78, -1.33, 0.08)
C (0.86, -0.54, -0.13)
Si (-0.98, 0.86, -0.02)
Cl (-2.46, -0.48, -0.02)
H (2.53, -2.01, -0.02)
H (-0.97, 1.82, -1.20)
H (-0.76, 1.70, 1.30)

Properties
Relative energy (zero: lowest compared OMol25 entry of this formula, charge and spin) ... 1.805 eV
Spin multiplicity ... 3
Gap between HOMO and LUMO (alpha / beta) ... 5.57 / 8.00 eV
Expectation value of S² ... 2.0043
Calculated total energy ... -827.4264 Ha

=====

[2]
Below is a structure of composition C2H3CoLiO2, with properties calculated with the ωB97M-V functional and the def2-TZVPD basis.

Element x y z (Å)
H (-1.38, 1.93, -2.31)
O (-0.39, -1.22, 0.33)
C (0.75, -0.73, 0.63)
C (0.96, 0.64, 0.30)
O (0.02, 1.28, -0.28)
Li (-2.15, -1.74, 0.80)
Co (-1.24, 0.06, -1.07)
H (1.45, -1.28, 1.27)
H (1.97, 1.07, 0.33)

Properties
Relative energy (zero: lowest compared OMol25 entry of this formula, charge and spin) ... 2.432 eV
Spin multiplicity ... 5
Gap between HOMO and LUMO (alpha / beta) ... 7.11 / 6.92 eV
Expectation value of S² ... 6.1588
Net charge ... +1
Calculated total energy ... -1618.3932 Ha

=====

[3]
Below is a structure of composition C2H3CsLi2O2, with properties calculated with the ωB97M-V functional and the def2-TZVPD basis.

Element x y z (Å)
O (0.83, -1.95, -0.22)
C (-0.90, -0.81, -0.67)
C (-0.68, 0.43, -0.03)
O (0.54, 0.72, 0.47)
Li (0.56, -1.07, 1.41)
H (-1.94, -1.15, -0.73)
H (-0.41, -1.12, -1.60)
H (-1.42, 1.24, -0.04)
Li (1.75, -0.37, -0.65)
Cs (1.66, 4.07, 2.06)

Properties
Relative energy (zero: lowest compared OMol25 entry of this formula, charge and spin) ... 1.233 eV
Spin multiplicity ... 2
Gap between HOMO and LUMO (alpha / beta) ... 5.39 / 6.72 eV
Expectation value of S² ... 0.8243
Net charge ... +1
Calculated total energy ... -263.4313 Ha

=====

[4]
Below is a structure of composition C2H3CuMgO2, with properties calculated with the ωB97M-V functional and the def2-TZVPD basis.

Element x y z (Å)
O (1.16, 0.82, 1.01)
C (0.66, 0.71, -0.15)
C (-0.79, 0.35, -0.32)
O (-0.87, -0.76, -1.13)
H (-1.26, 1.26, -0.75)
H (-1.25, 0.23, 0.69)
Cu (-2.71, -1.95, -0.87)
Mg (2.37, -0.75, -0.10)
H (2.70, 0.09, 1.62)

Properties
Relative energy (zero: lowest compared OMol25 entry of this formula, charge and spin) ... 5.211 eV
Gap between HOMO and LUMO (alpha / beta) ... 4.81 / 4.81 eV
Calculated total energy ... -2068.7972 Ha

=====

[5]
Below is a structure of composition C2H3EuFO, with properties calculated with the ωB97M-V functional and the def2-TZVPD basis.

Element x y z (Å)
H (-0.85, 0.16, -1.19)
O (-0.46, 0.59, -0.05)
C (0.87, 0.03, -0.04)
C (0.07, -0.95, -0.79)
Eu (-1.79, 1.69, 1.78)
H (1.17, -0.30, 0.96)
H (1.58, 0.60, -0.64)
F (-0.58, -1.81, -0.04)

Properties
Relative energy (zero: lowest compared OMol25 entry of this formula, charge and spin) ... 2.537 eV
Spin multiplicity ... 9
Gap between HOMO and LUMO (alpha / beta) ... 5.95 / 10.05 eV
Expectation value of S² ... 20.0072
Net charge ... +1
Calculated total energy ... -962.9636 Ha

=====

[6]
Below is a structure of composition C2H3EuFO, with properties calculated with the ωB97M-V functional and the def2-TZVPD basis.

Element x y z (Å)
H (-0.08, 0.08, -1.51)
O (1.13, -0.36, -0.02)
C (-0.19, -0.38, 0.48)
C (-0.92, 0.27, -0.65)
Eu (3.07, 0.78, 0.01)
H (-0.41, 0.15, 1.43)
H (-0.53, -1.43, 0.56)
F (-2.08, 0.89, -0.30)

Properties
Relative energy (zero: lowest compared OMol25 entry of this formula, charge and spin) ... 0.515 eV
Spin multiplicity ... 9
Gap between HOMO and LUMO (alpha / beta) ... 4.55 / 7.60 eV
Expectation value of S² ... 20.0155
Net charge ... +1
Calculated total energy ... -963.0379 Ha

=====

[7]
Below is a structure of composition C2H3EuO, with properties calculated with the ωB97M-V functional and the def2-TZVPD basis.

Element x y z (Å)
H (-2.13, 0.87, -1.07)
O (-0.43, -0.59, -0.09)
C (-1.69, -0.41, -0.18)
C (-2.23, 0.89, 0.20)
H (-3.32, 0.87, 0.37)
H (-1.68, 1.47, 0.96)
Eu (1.76, 0.22, 0.03)

Properties
Relative energy (zero: lowest compared OMol25 entry of this formula, charge and spin) ... 2.520 eV
Spin multiplicity ... 8
Gap between HOMO and LUMO (alpha / beta) ... 4.17 / 4.69 eV
Expectation value of S² ... 15.8044
Net charge ... +1
Calculated total energy ... -863.1622 Ha

=====

[8]
Below is the molecule C2H3F2I, with properties calculated with the ωB97M-V functional and the def2-TZVPD basis.

Element x y z (Å)
C (-0.57, 0.52, 0.09)
C (0.35, -0.60, 0.01)
F (-0.21, 1.54, -0.91)
F (0.33, -1.31, -1.13)
I (2.38, -0.08, 0.56)
H (-0.79, 1.25, 0.93)
H (-1.55, 0.11, -0.38)
H (0.07, -1.43, 0.83)

Properties
Relative energy (zero: lowest compared OMol25 entry of this formula, charge and spin) ... 1.200 eV
Gap between HOMO and LUMO ... 10.09 eV
SMILES ... FC[C@@H](F)I
Calculated total energy ... -575.3825 Ha

=====

[9]
Below is the molecule C2H3F2I, with properties calculated with the ωB97M-V functional and the def2-TZVPD basis.

Element x y z (Å)
C (-0.79, 0.35, -0.12)
C (0.40, -0.47, 0.24)
F (0.49, -1.58, -0.54)
F (0.55, -0.87, 1.48)
I (2.53, 0.83, -0.37)
H (-0.61, 1.37, 0.35)
H (-0.80, 0.43, -1.34)
H (-1.77, -0.06, 0.30)

Properties
Relative energy (zero: lowest compared OMol25 entry of this formula, charge and spin) ... 0.000 eV
Spin multiplicity ... 3
Gap between HOMO and LUMO (alpha / beta) ... 7.72 / 6.68 eV
Expectation value of S² ... 2.0053
Calculated total energy ... -575.3035 Ha

=====

[10]
Below is a cluster of 2 separate species, C2H3F2N in total, with properties calculated with the ωB97M-V functional and the def2-TZVPD basis.

Element x y z (Å)
C (0.67, -0.14, -0.60)
C (-2.11, -0.32, 0.30)
N (1.01, 0.48, 0.33)
F (-3.18, -1.05, 0.01)
F (-2.18, 1.02, -0.46)
H (-1.06, -0.65, 0.09)
H (-2.26, 0.30, 1.14)
H (1.17, 1.40, 0.44)

Properties
Relative energy (zero: lowest compared OMol25 entry of this formula, charge and spin) ... 2.027 eV
Gap between HOMO and LUMO ... 12.65 eV
Calculated total energy ... -332.3834 Ha

=====

[11]
Below is a cluster of 2 separate species, C2H3F2N in total, with properties calculated with the ωB97M-V functional and the def2-TZVPD basis.

Element x y z (Å)
C (1.49, -0.02, 0.30)
C (-1.49, -0.15, -0.35)
N (2.63, 0.13, 0.44)
F (-2.16, -1.16, 0.35)
F (-2.12, 0.95, -0.11)
H (-1.44, -0.25, -1.39)
H (-0.50, -0.03, 0.11)
H (3.59, 0.53, 0.65)

Properties
Relative energy (zero: lowest compared OMol25 entry of this formula, charge and spin) ... 1.105 eV
Gap between HOMO and LUMO ... 11.65 eV
Calculated total energy ... -332.4172 Ha

=====

[12]
Below is the molecule C2H3F3, with properties calculated with the ωB97M-V functional and the def2-TZVPD basis.

Element x y z (Å)
F (0.64, 0.67, 1.48)
F (-0.17, -1.35, 1.05)
F (1.64, -0.63, -0.04)
C (-0.47, 0.30, -0.54)
C (0.44, -0.28, 0.51)
H (-1.41, 0.63, -0.06)
H (0.01, 1.12, -1.06)
H (-0.67, -0.46, -1.32)

Properties
Relative energy (zero: lowest compared OMol25 entry of this formula, charge and spin) ... 0.048 eV
Gap between HOMO and LUMO ... 14.24 eV
SMILES ... CC(F)(F)F
Calculated total energy ... -377.6243 Ha

=====

[13]
Below is the molecule C2H3F3, with properties calculated with the ωB97M-V functional and the def2-TZVPD basis.

Element x y z (Å)
C (0.73, -0.06, 0.14)
C (-0.68, 0.00, -0.08)
H (1.19, -0.19, -0.85)
H (1.11, -0.87, 0.71)
H (1.18, 0.92, 0.50)
F (-1.12, -0.98, -0.85)
F (-1.42, -0.05, 1.07)
F (-1.00, 1.23, -0.64)

Properties
Relative energy (zero: lowest compared OMol25 entry of this formula, charge and spin) ... 0.199 eV
Gap between HOMO and LUMO ... 14.61 eV
SMILES ... CC(F)(F)F
Calculated total energy ... -377.6188 Ha

=====

[14]
Below is a structure of composition C2H3F3IN, with properties calculated with the ωB97M-V functional and the def2-TZVPD basis.

Element x y z (Å)
C (-0.45, 0.48, 0.17)
C (-1.05, 1.84, 0.05)
N (-0.38, -0.14, 1.32)
F (-1.99, 2.13, -0.87)
F (-1.43, 2.61, 1.25)
F (0.10, 2.34, -0.27)
I (-3.02, -0.39, -0.14)
H (-2.58, -1.46, -1.16)
H (0.49, -0.47, 1.78)
H (-1.12, 0.24, 1.97)

Properties
Relative energy (zero: lowest compared OMol25 entry of this formula, charge and spin) ... 4.335 eV
Gap between HOMO and LUMO ... 9.23 eV
Calculated total energy ... -729.9081 Ha

=====

[15]
Below is the molecule C2H3F3N2O2S, with properties calculated with the ωB97M-V functional and the def2-TZVPD basis.

Element x y z (Å)
C (-0.55, 1.58, -0.12)
C (-2.16, 1.38, 0.17)
N (2.50, 0.07, -0.96)
N (0.08, 2.55, 0.40)
O (-0.08, 0.66, -0.94)
O (0.84, -1.04, 0.56)
F (-2.45, 0.34, 0.92)
F (-2.83, 1.36, -0.96)
F (-2.41, 2.49, 0.92)
S (1.05, -0.71, -0.81)
H (2.84, 0.23, -1.91)
H (2.87, 0.66, -0.13)
H (-0.61, 3.21, 0.75)

Properties
Relative energy (zero: lowest compared OMol25 entry of this formula, charge and spin) ... 0.000 eV
Gap between HOMO and LUMO ... 10.68 eV
Calculated total energy ... -1035.7447 Ha

=====

[16]
Below is a cluster of 2 separate species, C2H3F3O2P in total, with properties calculated with the ωB97M-V functional and the def2-TZVPD basis.

Element x y z (Å)
C (2.81, -0.15, -0.47)
C (-2.32, 0.05, 0.16)
O (0.40, -0.95, 0.48)
O (0.79, 1.58, 0.59)
F (-2.71, -0.77, -0.83)
F (-2.83, -0.51, 1.29)
F (-2.90, 1.21, 0.05)
P (1.26, 0.22, 0.18)
H (2.93, -1.10, -0.89)
H (3.70, 0.38, -0.67)
H (-1.14, 0.03, 0.11)

Properties
Relative energy (zero: lowest compared OMol25 entry of this formula, charge and spin) ... 0.211 eV
Gap between HOMO and LUMO ... 7.82 eV
Net charge ... -1
Calculated total energy ... -869.5300 Ha

=====

[17]
Below is a structure of composition C2H3FGa, with properties calculated with the ωB97M-V functional and the def2-TZVPD basis.

Element x y z (Å)
C (-0.09, -0.48, -0.25)
C (0.30, 0.80, -0.54)
H (-0.63, -1.17, -0.91)
H (1.06, 1.33, 0.04)
H (-0.30, 1.40, -1.24)
F (0.65, -1.50, 1.33)
Ga (-0.99, -0.39, 1.56)

Properties
Spin multiplicity ... 2
Gap between HOMO and LUMO (alpha / beta) ... 8.16 / 9.36 eV
Expectation value of S² ... 0.7601
Net charge ... +2
Calculated total energy ... -2101.6730 Ha

=====

[18]
Below is a cluster of 2 separate species, C2H3FIN3 in total, with properties calculated with the ωB97M-V functional and the def2-TZVPD basis.

Element x y z (Å)
C (-0.28, 0.14, -1.03)
C (0.36, -0.65, 0.09)
N (-0.12, 1.41, -0.76)
N (0.33, 1.64, 0.44)
N (0.68, 0.45, 0.92)
F (1.66, -1.30, -0.41)
I (-3.10, -0.41, 0.27)
H (-0.38, -0.17, -2.07)
H (-0.18, -1.37, 0.71)
H (1.03, 0.27, 1.85)

Properties
Relative energy (zero: lowest compared OMol25 entry of this formula, charge and spin) ... 2.022 eV
Gap between HOMO and LUMO ... 5.63 eV
Calculated total energy ... -639.7030 Ha

=====

[19]
Below is a cluster of 2 separate species, C2H3FINO in total, with properties calculated with the ωB97M-V functional and the def2-TZVPD basis.

Element x y z (Å)
C (-0.33, 0.49, 0.26)
C (0.95, 0.27, 0.99)
N (-1.19, -1.14, -1.07)
O (-1.05, 1.40, 0.23)
F (1.50, -0.98, 0.82)
I (-1.84, 0.06, -2.60)
H (0.76, 0.40, 2.17)
H (1.61, 1.04, 0.61)
H (-0.41, -1.54, -1.41)

Properties
Relative energy (zero: lowest compared OMol25 entry of this formula, charge and spin) ... 2.885 eV
Gap between HOMO and LUMO (alpha / beta) ... 7.86 / 7.86 eV
Calculated total energy ... -605.4215 Ha

=====

[20]
Below is a structure of composition C2H3FLi, with properties calculated with the ωB97M-V functional and the def2-TZVPD basis.

Element x y z (Å)
H (1.09, -1.39, 0.81)
C (0.68, 0.73, -0.08)
C (0.43, -0.40, 0.56)
Li (-1.38, -0.74, -0.96)
H (1.46, 0.78, -0.85)
H (0.06, 1.63, 0.05)
F (-2.34, -0.60, 0.46)

Properties
Relative energy (zero: lowest compared OMol25 entry of this formula, charge and spin) ... 0.393 eV
Spin multiplicity ... 2
Gap between HOMO and LUMO (alpha / beta) ... 8.62 / 9.41 eV
Expectation value of S² ... 0.7624
Calculated total energy ... -185.3152 Ha